Here is a structure of composition C2H4O2Ru at a distorted geometry from OMol25. Energies are from ωB97M-V with the def2-TZVPD basis set.

spin multiplicity = 7
<S²> = 12.01
net charge = +2
frontier orbital gap (spin up / spin down) = 8.30 / 6.27 eV
E_tot = -8788.638 eV
HOMO energy (spin up / spin down) = -0.6332 / -0.7447 Eh
molecular weight = 161.12 g mol⁻¹

CARTESIAN COORDINATES (ANGSTROEM)
O (0.194, 1.371, 0.211)
H (-0.109, 2.262, 0.414)
O (0.896, -1.029, -0.243)
Ru (2.117, 0.645, -0.130)
H (1.121, -1.949, -0.419)
C (-0.460, -0.804, -0.123)
C (-0.828, 0.458, 0.074)
H (-1.137, -1.628, -0.328)
H (-1.794, 0.674, 0.543)